# 1
Density functional theory data (ωB97M-V/def2-TZVPD) for a 9-piece molecular cluster, C26H71F3NO32P7 overall.

## Properties
2S+1   1
E   -6185.2336 Ha
HOMO-LUMO gap   8.72 eV

Atoms and positions in Å:
1 C -0.7684 -4.5652 0.6281
2 C -1.8637 -3.6161 1.1152
3 O -3.1732 -4.1132 0.8682
4 C -3.5588 -5.2291 1.4311
5 O -2.9613 -5.8089 2.2649
6 C -4.9972 -5.6366 1.0248
7 F -5.4165 -4.9118 -0.0116
8 F -5.0296 -6.9226 0.7245
9 F -5.8198 -5.4333 2.0464
10 H -0.6560 -5.3796 1.3430
11 H 0.2028 -4.0825 0.5774
12 H -1.0643 -4.9724 -0.3389
13 H -1.7575 -2.6320 0.6757
14 H -1.7641 -3.4709 2.1946
15 C -0.5720 1.8380 -4.9983
16 O -0.0062 3.0558 -4.4785
17 P -0.5678 3.7592 -3.1603
18 O 0.2608 4.8704 -2.7139
19 O -2.0592 4.1172 -3.5383
20 C -2.2822 5.1670 -4.4768
21 O -0.8005 2.5838 -2.1110
22 C 0.2935 1.8755 -1.5353
23 H 0.3085 1.2340 -5.2366
24 H -1.0496 1.9825 -5.9637
25 H -1.1525 1.2919 -4.2637
26 H -3.0577 4.8454 -5.1719
27 H -1.3770 5.3515 -5.0553
28 H -2.6493 6.0833 -4.0180
29 H 0.3458 2.1142 -0.4746
30 H 1.2335 2.2261 -1.9772
31 H 0.2379 0.8040 -1.7349
32 C 3.6187 -2.0650 -1.0659
33 O 3.0588 -1.1952 -2.0272
34 P 3.7586 0.2245 -2.2467
35 O 3.6456 1.2014 -1.1548
36 O 5.2384 -0.2377 -2.6039
37 C 6.3161 0.6926 -2.5915
38 O 3.1360 0.8198 -3.5961
39 C 3.3677 0.1843 -4.8571
40 H 2.9750 -2.2201 -0.2002
41 H 4.5396 -1.7407 -0.5701
42 H 3.8271 -3.0355 -1.5148
43 H 5.9835 1.7059 -2.3561
44 H 6.8302 0.7533 -3.5513
45 H 7.0307 0.3733 -1.8337
46 H 4.1905 -0.5202 -4.9518
47 H 3.4115 0.9698 -5.6109
48 H 2.4414 -0.3582 -5.0866
49 C -2.0741 3.2517 1.1772
50 O -0.8559 3.4538 0.4451
51 P 0.3338 4.2010 1.1830
52 O 0.1498 4.3257 2.6402
53 O 0.5576 5.5804 0.3790
54 C 0.9508 5.4916 -0.9950
55 O 1.5746 3.3082 0.7503
56 C 2.8738 3.7745 1.0513
57 H -2.9245 3.2109 0.4976
58 H -2.2416 4.0540 1.8894
59 H -2.0691 2.2814 1.6730
60 H 1.9898 5.7752 -1.1728
61 H 0.3413 6.2240 -1.5249
62 H 0.7620 4.5245 -1.4559
63 H 2.9192 4.6567 1.6895
64 H 3.4317 3.9877 0.1386
65 H 3.4709 2.9979 1.5354
66 C -3.1314 -0.2736 -0.5747
67 O -4.5241 -0.1919 -0.8909
68 P -5.3803 0.9128 -0.1010
69 O -5.1639 0.9221 1.3395
70 O -6.8333 0.5473 -0.6027
71 C -7.9452 1.1076 0.0892
72 O -4.9820 2.2578 -0.8653
73 C -5.0634 2.3030 -2.2805
74 H -2.8120 0.3182 0.2824
75 H -2.5769 0.0757 -1.4456
76 H -2.9091 -1.3139 -0.3632
77 H -8.0881 0.6329 1.0581
78 H -8.8337 0.9517 -0.5236
79 H -7.8892 2.1938 0.1998
80 H -5.8753 1.6560 -2.6306
81 H -4.2111 1.7998 -2.7469
82 H -5.1324 3.3183 -2.6357
83 C 5.1732 -0.0893 4.1947
84 O 5.1523 -1.5299 4.0764
85 P 5.3443 -2.1569 2.6317
86 O 6.3793 -1.4975 1.8247
87 O 5.6597 -3.6942 2.9209
88 C 6.8768 -4.1352 3.4938
89 O 3.8708 -2.2538 2.0290
90 C 2.8973 -3.1343 2.5967
91 H 6.1872 0.2023 4.4693
92 H 4.5404 0.0916 5.0591
93 H 4.8552 0.4267 3.2930
94 H 7.6033 -3.3959 3.8480
95 H 7.3816 -4.7252 2.7294
96 H 6.6767 -4.7058 4.4032
97 H 2.0679 -2.5424 2.9819
98 H 3.3196 -3.7681 3.3701
99 H 2.4614 -3.7493 1.8111
100 C 0.5023 0.8296 8.0586
101 O 1.3217 0.0872 7.1598
102 P 1.0075 0.1161 5.6003
103 O 1.8798 -0.7165 4.7754
104 O -0.5500 -0.1894 5.5478
105 C -1.2755 -0.0269 4.3320
106 O 1.0317 1.6719 5.2235
107 C 2.2019 2.3615 4.8411
108 H 0.0810 0.1382 8.7917
109 H -0.3314 1.3550 7.5972
110 H 1.1181 1.5261 8.6273
111 H -0.6599 0.1423 3.4469
112 H -1.9987 0.7718 4.4970
113 H -1.8500 -0.9214 4.0717
114 H 2.3315 2.2546 3.7641
115 H 3.1278 2.0420 5.3274
116 H 2.1238 3.4200 5.0809
117 C -4.6202 -2.0181 -3.0772
118 O -3.7431 -2.4735 -4.1059
119 P -2.3740 -1.7447 -4.4844
120 O -2.5580 -0.5611 -5.3325
121 O -1.6296 -1.5062 -3.0904
122 C -1.5565 -2.5771 -2.1571
123 O -1.5238 -2.9165 -5.1444
124 C -2.1517 -3.9122 -5.9419
125 H -4.8361 -2.8202 -2.3705
126 H -5.5582 -1.7891 -3.5841
127 H -4.3155 -1.1459 -2.5010
128 H -2.4565 -2.6052 -1.5393
129 H -0.6892 -2.3543 -1.5293
130 H -1.3324 -3.5593 -2.5833
131 H -1.5991 -3.9591 -6.8901
132 H -3.1943 -3.7461 -6.2038
133 H -2.0202 -4.9201 -5.5390
134 C 1.9707 0.2862 1.4305
135 N 0.7100 -0.3143 0.9720
136 O 0.7321 -1.4634 0.5601
137 O -0.3110 0.3524 1.0051
138 H 1.8375 1.2919 1.8040
139 H 2.6723 0.3328 0.5970
140 H 2.3513 -0.3760 2.2043

Atomic forces in eV per Å
C -0.47 -0.19 0.40
C 1.34 -0.17 1.13
O -0.61 0.78 -1.57
C -0.59 0.80 0.13
O 0.76 -1.36 1.12
C 0.65 0.53 -0.04
F -0.29 -0.17 -0.22
F -0.07 -0.44 -0.33
F -0.26 0.15 0.28
H -0.12 -0.14 -0.18
H -0.07 0.34 -0.23
H 0.25 -0.02 -0.11
H -0.39 -0.03 -0.30
H 0.00 -0.04 0.01
C 1.37 -0.45 -0.17
O -0.04 0.39 0.29
P -0.67 -1.85 -1.25
O -2.31 -1.39 -8.09
O -0.52 -0.06 0.68
C -0.13 0.00 -0.69
O -0.86 0.62 -0.82
C 1.41 0.29 -0.13
H -0.12 -0.20 0.14
H -0.55 0.35 0.32
H -0.37 0.19 -0.12
H 0.03 -0.21 0.05
H -0.01 0.22 0.04
H 0.30 -0.07 0.37
H -0.21 -0.58 -0.62
H 0.00 -0.11 0.01
H -0.43 0.04 -0.04
C 0.61 -1.18 1.47
O 0.12 1.21 -0.59
P -0.06 0.07 -0.30
O -0.04 -0.29 -0.18
O -0.28 -0.04 -0.25
C 0.50 0.64 0.32
O 0.84 -0.65 0.88
C -1.68 -0.13 -0.80
H -0.56 0.16 -0.47
H 0.11 0.46 -0.62
H -0.09 0.09 -0.23
H -0.13 -0.12 0.14
H -0.26 -0.39 -0.13
H -0.05 0.01 0.00
H 0.28 0.29 0.53
H 0.40 0.05 0.15
H 0.24 -0.15 -0.01
C -0.62 -0.29 0.02
O -0.01 0.37 0.43
P -0.09 1.49 0.11
O 0.19 0.27 -0.66
O 0.14 -0.87 2.42
C 0.92 1.39 2.75
O -0.07 -0.20 0.14
C 1.38 0.09 -0.11
H 0.29 0.22 -0.38
H 0.08 -0.07 0.14
H 0.31 0.09 0.23
H 0.27 0.01 0.47
H 0.23 0.13 1.02
H 1.25 0.32 3.34
H -0.43 0.04 0.03
H -0.33 0.09 -0.19
H -0.37 -0.22 0.14
C 0.53 0.22 -0.03
O -0.93 0.65 0.90
P 0.83 -0.43 -0.71
O -0.06 0.52 0.12
O 0.22 -0.08 -0.16
C -0.88 0.34 -0.03
O -0.16 0.19 0.95
C 0.10 -1.53 -0.87
H -0.39 0.07 0.06
H 0.12 -0.13 0.04
H -0.05 0.17 0.06
H 0.15 0.04 0.00
H 0.16 -0.33 -0.04
H 0.44 -0.08 0.13
H -0.43 0.61 0.05
H 0.43 0.42 0.27
H -0.13 0.24 0.15
C 0.37 -0.53 0.97
O 0.06 -0.07 -0.44
P 0.47 -0.61 0.23
O -0.84 0.15 -0.15
O -0.55 0.78 0.28
C 0.89 -0.43 0.39
O 1.00 0.06 -0.21
C -0.81 -0.03 0.06
H 0.03 0.11 -0.29
H -0.27 0.33 -0.27
H -0.15 -0.05 -0.01
H -0.50 0.62 -0.50
H 0.01 -0.21 0.25
H -0.29 -0.32 -0.35
H 0.23 0.12 0.32
H -0.02 0.06 0.05
H 0.36 -0.11 -0.20
C -0.30 -0.04 1.03
O -0.10 -0.32 -0.84
P -0.38 1.01 0.21
O 0.21 -0.16 0.03
O 0.67 -0.22 0.16
C -0.77 -0.10 -0.61
O -0.45 -0.46 0.43
C 0.86 0.38 -0.51
H 0.02 -0.11 -0.17
H 0.20 0.01 -0.30
H 0.11 0.09 -0.29
H 0.21 0.44 0.32
H 0.22 0.14 -0.28
H 0.16 -0.15 0.56
H 0.05 0.12 0.01
H -0.26 -0.49 0.17
H -0.53 -0.04 -0.08
C -0.99 0.08 -0.22
O 0.95 -0.29 0.09
P -0.69 -0.13 -0.05
O 0.43 -0.15 0.65
O -0.22 0.17 -1.07
C 0.83 -0.30 0.75
O -0.55 0.05 0.54
C 0.67 -0.81 -1.51
H 0.28 -0.18 -0.08
H -0.07 0.17 0.17
H 0.32 -0.28 -0.71
H 0.15 -0.29 -0.35
H -0.23 0.12 0.14
H -0.35 0.22 -0.44
H -0.12 0.26 0.13
H -0.02 0.28 0.43
H -0.18 0.32 0.57
C 0.75 -0.12 0.35
N -0.79 0.22 -0.33
O 0.21 0.05 0.12
O 0.28 -0.15 0.25
H -0.55 -0.04 -0.02
H -0.15 -0.17 -0.13
H 0.04 0.01 0.01

***

# 2
Density functional theory data (ωB97M-V/def2-TZVPD) for the molecule C5H8O.

## Properties
2S+1   1
E   -270.3851 Ha
HOMO-LUMO gap   8.62 eV

Atoms and positions in Å:
1 C -1.6744 0.3028 0.2290
2 C -0.5336 -0.4946 -0.3729
3 C 0.6726 0.1605 -0.9436
4 C 1.2785 0.8153 0.1662
5 C 0.7585 -0.8335 0.4536
6 O 1.5328 -1.5936 -0.2999
7 H -1.3420 1.1713 0.8039
8 H -2.3562 0.6590 -0.5509
9 H -2.2495 -0.3389 0.9045
10 H -0.8568 -1.3628 -0.9453
11 H 1.1108 -0.0126 -1.9221
12 H 0.6758 1.4749 0.7825
13 H 2.3461 1.0100 0.1421
14 H 0.6374 -0.9577 1.5527

Atomic forces in eV per Å
C -0.01 0.04 0.09
C -0.05 0.01 -0.16
C -0.17 0.50 -0.04
C 0.08 0.25 -0.22
C -0.15 -0.32 0.33
O 0.18 -0.29 0.13
H -0.04 -0.14 -0.09
H 0.11 -0.06 0.10
H 0.09 0.08 -0.09
H 0.06 0.12 0.06
H -0.03 -0.06 0.19
H 0.06 -0.18 -0.05
H -0.16 -0.03 -0.01
H 0.03 0.07 -0.24

***

Energy relative to the best compared isomer or geometry (same formula, charge and spin) values, unit eV, following the record order: 4.1189 4.7012.